1 | Entry from the OMol25 dataset: a 10-piece molecular cluster, H20O10 overall (ωB97M-V/def2-TZVPD).

Each line ends with the Mulliken charge.
Atoms and positions in Å:
O (-0.978, -0.349, -3.565)  -0.64
H (-1.453, 0.348, -4.020)  0.29
H (-0.781, -0.007, -2.718)  0.35
O (3.090, 0.685, -1.918)  -0.63
H (2.548, 1.478, -1.728)  0.30
H (2.530, -0.057, -1.707)  0.40
O (1.293, -1.545, -1.375)  -0.67
H (1.683, -1.813, -2.245)  0.34
H (1.638, -2.150, -0.774)  0.30
O (-0.450, -0.108, 0.439)  -0.61
H (0.121, -0.686, -0.145)  0.22
H (-0.847, 0.404, -0.289)  0.37
O (-1.420, 1.564, -1.560)  -0.70
H (-0.574, 2.073, -1.664)  0.33
H (-2.110, 2.093, -1.107)  0.32
O (-3.287, 2.456, 0.302)  -0.68
H (-2.874, 2.103, 1.075)  0.38
H (-3.298, 3.336, 0.637)  0.33
O (1.937, 1.009, 1.289)  -0.63
H (2.510, 0.202, 1.306)  0.33
H (1.123, 0.658, 0.890)  0.37
O (-0.272, -2.118, 2.729)  -0.62
H (-0.109, -1.562, 3.471)  0.32
H (-0.858, -1.608, 2.188)  0.27
O (-1.567, 1.620, 2.376)  -0.69
H (-1.091, 0.933, 1.921)  0.40
H (-1.847, 1.200, 3.155)  0.32
O (1.907, -3.287, 0.678)  -0.66
H (1.099, -2.996, 1.117)  0.32
H (2.338, -3.882, 1.235)  0.27

* charge: 0
* gap between HOMO and LUMO: 10.91 eV
* HOMO energy: -10.79 eV
* structure (SMILES): O.O.O.O.O.O.O.O.O.O


2 | Entry from the OMol25 dataset: a 10-piece molecular cluster, H20O10 overall (ωB97M-V/def2-TZVPD).

Each line ends with the Mulliken charge.
Atoms and positions in Å:
O (0.327, -0.562, 0.383)  -0.61
H (-0.489, -0.173, 0.011)  0.30
H (0.225, -0.585, 1.311)  0.31
O (-3.295, 0.433, 2.093)  -0.63
H (-4.176, 0.387, 1.639)  0.32
H (-2.957, -0.453, 1.972)  0.32
O (1.676, 3.523, -1.504)  -0.64
H (1.355, 2.664, -1.272)  0.30
H (1.681, 4.050, -0.684)  0.33
O (3.947, -1.958, -1.066)  -0.61
H (4.317, -1.555, -1.911)  0.32
H (3.306, -2.553, -1.401)  0.29
O (-3.363, -2.786, 0.599)  -0.61
H (-3.737, -1.919, 0.562)  0.29
H (-2.778, -2.905, -0.221)  0.30
O (2.504, -0.838, 2.730)  -0.61
H (3.116, -0.084, 2.675)  0.30
H (2.703, -0.979, 3.728)  0.32
O (-1.152, -3.417, -2.212)  -0.63
H (-1.128, -2.790, -1.426)  0.32
H (-0.771, -2.841, -2.908)  0.32
O (-4.688, 0.491, -0.715)  -0.62
H (-4.261, 1.331, -0.692)  0.32
H (-4.240, 0.063, -1.511)  0.31
O (-1.378, 4.426, -0.178)  -0.61
H (-1.174, 3.713, -0.718)  0.29
H (-0.992, 5.120, -0.721)  0.32
O (5.382, 0.179, 0.234)  -0.61
H (4.426, -0.086, 0.108)  0.34
H (5.613, 0.101, 1.096)  0.27

* charge: 0
* gap between HOMO and LUMO: 10.76 eV
* HOMO energy: -11.18 eV
* structure (SMILES): O.O.O.O.O.O.O.O.O.O


Each structure's energy above the most stable one, in hartree: 1 0.0000; 2 0.0739.


1 | Entry from the OMol25 dataset: an isolated ion of composition C3H6O3 and charge +1 (ωB97M-V/def2-TZVPD).

Each line ends with the Löwdin spin population.
Atoms and positions in Å:
O (0.463, -0.656, -1.941)  0.02
C (-0.191, 0.166, -1.376)  0.00
O (-0.522, 1.387, -1.790)  0.00
C (-0.589, -0.059, 0.091)  0.02
C (0.632, -0.144, 0.932)  0.18
O (0.519, -0.852, 2.132)  0.59
H (-0.018, 1.524, -2.614)  0.00
H (-1.160, -0.993, 0.214)  0.01
H (-1.362, 0.696, 0.343)  0.01
H (0.989, 0.847, 1.236)  0.08
H (1.597, -0.601, 0.584)  0.08
H (-0.358, -1.316, 2.188)  0.00

* charge: +1
* gap between HOMO and LUMO (alpha / beta): 11.47 / 4.98 eV
* HOMO energy (alpha / beta): -15.41 / -15.35 eV
* multiplicity: 2


2 | Entry from the OMol25 dataset: a 2-piece molecular cluster, C3H6O3 overall (ωB97M-V/def2-TZVPD).

Each line ends with the Löwdin spin population.
Atoms and positions in Å:
O (-0.256, 0.270, 0.424)  0.01
C (-0.261, -0.324, 1.514)  0.00
C (1.016, -0.803, 1.994)  0.00
H (-1.212, -0.569, 1.934)  0.00
H (1.643, -0.090, 2.507)  0.00
H (1.544, -1.345, 1.177)  0.00
H (1.015, -1.669, 2.757)  0.00
O (-0.878, 1.854, -3.718)  0.76
C (-0.599, 1.067, -2.833)  0.09
O (-1.470, 0.755, -1.803)  0.08
H (0.389, 0.487, -2.893)  0.06
H (-0.932, 0.365, -1.058)  0.00

* charge: +1
* gap between HOMO and LUMO (alpha / beta): 9.24 / 4.40 eV
* HOMO energy (alpha / beta): -14.86 / -14.81 eV
* multiplicity: 2


Each structure's energy above the most stable one, in hartree: 1 0.0000; 2 0.0229.


1 | Entry from the OMol25 dataset: C7H14N2 as an isolated structure (ωB97M-V/def2-TZVPD).

Each line ends with the Mulliken charge.
Atoms and positions in Å:
C (3.530, -0.408, -0.191)  -0.63
C (1.271, -0.843, -0.048)  -0.06
C (-1.012, -0.927, 0.881)  -0.72
C (-1.786, 0.094, 0.180)  -0.30
C (-2.816, -0.775, -0.733)  -0.95
C (-0.592, 0.750, -0.545)  0.15
C (-0.007, 2.120, 0.187)  -0.96
H (3.732, 0.541, 0.840)  0.17
H (4.397, -0.145, -1.023)  0.23
H (3.710, -1.595, 0.136)  0.23
H (1.734, -1.676, 0.485)  0.22
H (-1.489, -2.091, 0.716)  0.23
H (-0.755, -0.642, 1.971)  0.27
H (-2.361, 0.665, 0.858)  0.50
H (-2.972, 0.069, -1.791)  0.20
H (-2.613, -2.012, -0.993)  0.25
H (-3.846, -0.726, 0.020)  0.28
H (-0.946, 1.128, -1.622)  0.32
H (1.226, 2.044, 0.569)  0.18
H (-0.246, 3.070, -0.496)  0.27
H (-0.348, 2.133, 1.292)  0.30
N (2.185, -0.172, -0.539)  -0.36
N (0.004, -0.601, -0.155)  0.17

* charge: 0
* gap between HOMO and LUMO: 9.28 eV
* HOMO energy: -8.42 eV


2 | Entry from the OMol25 dataset: a 2-piece molecular cluster, C7H14N2 overall (ωB97M-V/def2-TZVPD).

Each line ends with the Mulliken charge.
Atoms and positions in Å:
C (0.971, -2.703, -1.284)  -1.07
C (1.797, -1.416, -1.483)  -0.12
C (1.552, -0.442, -0.341)  0.36
C (1.699, 1.042, -0.347)  -0.52
N (1.615, 1.442, 0.923)  0.08
C (1.258, 0.321, 1.787)  -0.35
N (1.090, -0.779, 0.890)  -0.49
H (1.510, -3.535, -0.595)  0.22
H (0.821, -3.303, -2.167)  0.37
H (0.148, -2.730, -0.568)  0.30
H (2.811, -1.746, -1.282)  0.17
H (1.613, -1.088, -2.553)  0.32
H (2.117, 1.665, -1.133)  0.39
H (1.640, 2.286, 1.223)  0.01
H (1.282, 0.330, 2.887)  0.35
C (-3.378, 1.576, 0.960)  -0.73
C (-2.191, 1.128, 0.078)  -0.72
H (-3.193, 2.698, 1.151)  0.23
H (-4.335, 1.457, 0.366)  0.24
H (-3.418, 0.886, 1.864)  0.24
H (-1.993, 0.055, -0.002)  0.30
H (-1.308, 1.341, 0.615)  0.11
H (-2.109, 1.513, -0.988)  0.32

* charge: 0
* gap between HOMO and LUMO: 8.98 eV
* HOMO energy: -8.06 eV
* structure (SMILES): CCc1c[nH]cn1.CC


3 | Entry from the OMol25 dataset: C7H14N2 as an isolated structure (ωB97M-V/def2-TZVPD).

Each line ends with the Mulliken charge.
Atoms and positions in Å:
C (2.862, 0.109, 1.041)  -0.86
C (2.651, 0.280, -0.340)  -0.57
C (1.458, -0.809, -0.826)  -0.81
C (-0.922, -1.011, 0.383)  -0.50
C (-3.199, -0.447, -0.068)  -0.76
C (-1.424, 1.405, 0.018)  -0.51
C (-0.164, 1.050, -0.525)  0.07
H (4.105, 0.286, 1.436)  0.26
H (2.631, -0.962, 1.177)  0.29
H (2.014, 0.652, 1.703)  0.21
H (2.739, 1.288, -0.705)  0.52
H (3.362, -0.142, -1.263)  0.23
H (1.381, -1.403, -1.920)  0.30
H (1.858, -1.777, -0.182)  0.27
H (-0.675, -1.607, 1.357)  0.18
H (-1.517, -1.887, -0.450)  0.15
H (-4.058, -0.843, 0.880)  0.24
H (-3.952, 0.572, -0.337)  0.26
H (-3.099, -1.213, -1.016)  0.29
H (-2.127, 2.406, 0.095)  0.29
H (0.722, 1.583, -1.166)  0.19
N (0.298, -0.252, -0.224)  0.40
N (-1.863, 0.193, 0.553)  -0.12

* charge: 0
* gap between HOMO and LUMO: 7.86 eV
* HOMO energy: -6.91 eV


4 | Entry from the OMol25 dataset: a single C7H14N2 molecule (ωB97M-V/def2-TZVPD).

Each line ends with the Mulliken charge.
Atoms and positions in Å:
H (-1.475, 2.235, 0.847)  0.24
N (-1.704, 1.265, 0.656)  -0.81
C (-0.681, 0.544, 0.413)  0.61
C (0.733, 0.934, 0.441)  0.66
C (1.256, 1.675, 1.636)  -1.64
C (1.521, 0.457, -0.549)  -0.38
C (1.169, 0.131, -1.965)  -1.17
N (-0.842, -0.753, -0.085)  0.26
C (-2.136, -1.086, -0.650)  -1.11
C (-0.243, -1.846, 0.655)  -1.11
H (2.305, 1.446, 1.808)  0.41
H (0.700, 1.420, 2.530)  0.37
H (1.163, 2.763, 1.496)  0.33
H (2.596, 0.549, -0.403)  0.38
H (1.517, -0.874, -2.210)  0.27
H (0.100, 0.205, -2.140)  0.27
H (1.695, 0.813, -2.634)  0.38
H (-2.857, -1.381, 0.122)  0.36
H (-2.013, -1.912, -1.347)  0.33
H (-2.542, -0.199, -1.144)  0.35
H (0.719, -1.537, 1.054)  0.36
H (-0.880, -2.154, 1.490)  0.32
H (-0.102, -2.697, -0.021)  0.32

* charge: 0
* gap between HOMO and LUMO: 9.42 eV
* HOMO energy: -8.50 eV
* structure (SMILES): [H]/N=C(\C(C)=C/C)N(C)C


Each structure's energy above the most stable one, in hartree: 1 0.2533; 2 0.0583; 3 0.2934; 4 0.0000.


1 | Entry from the OMol25 dataset: a single C7H14N2 molecule (ωB97M-V/def2-TZVPD).

Each line ends with the Mulliken charge.
Atoms and positions in Å:
C (1.454, -1.230, -0.972)  -1.08
C (0.910, -0.989, 0.216)  0.60
C (1.425, -1.583, 1.493)  -1.41
C (-0.265, -0.027, 0.366)  1.79
C (-1.578, -0.814, 0.407)  -1.53
N (-0.126, 1.078, 1.298)  -0.90
C (-0.258, 1.198, -0.506)  -0.28
C (-1.371, 1.492, -1.462)  -1.36
N (0.930, 1.814, -0.730)  -0.44
H (1.050, -0.803, -1.880)  0.24
H (2.247, -1.954, -1.094)  0.36
H (0.654, -2.185, 1.979)  0.31
H (1.694, -0.787, 2.188)  0.30
H (2.285, -2.225, 1.305)  0.40
H (-1.742, -1.372, -0.517)  0.29
H (-1.548, -1.509, 1.246)  0.38
H (-2.424, -0.149, 0.584)  0.47
H (-0.775, 0.968, 2.072)  0.25
H (-1.168, 2.392, -2.042)  0.44
H (-2.312, 1.607, -0.923)  0.32
H (-1.484, 0.664, -2.162)  0.25
H (1.508, 1.621, 0.114)  0.35
H (0.894, 2.794, -0.981)  0.24

* charge: 0
* gap between HOMO and LUMO: 8.95 eV
* HOMO energy: -8.01 eV
* structure (SMILES): C=C(C)[C@@]1(C)N[C@@]1(C)N


2 | Entry from the OMol25 dataset: a 2-piece molecular cluster, C7H14N2 overall (ωB97M-V/def2-TZVPD).

Each line ends with the Mulliken charge.
Atoms and positions in Å:
H (-2.090, -0.255, 1.531)  0.28
N (-1.303, 0.355, 1.309)  -0.64
C (-0.913, 0.307, 0.108)  0.46
C (-1.535, -0.581, -0.894)  -0.56
C (-0.867, -1.345, -1.736)  -0.74
C (0.220, 1.206, -0.322)  0.90
C (-0.326, 2.635, -0.411)  -1.66
C (1.384, 1.139, 0.664)  -1.58
H (-2.611, -0.670, -0.815)  0.36
H (-1.362, -2.039, -2.399)  0.29
H (0.211, -1.307, -1.803)  0.27
H (0.562, 0.898, -1.314)  0.36
H (0.458, 3.314, -0.741)  0.43
H (-0.681, 2.950, 0.566)  0.37
H (-1.151, 2.690, -1.119)  0.37
H (2.148, 1.861, 0.385)  0.46
H (1.027, 1.367, 1.664)  0.35
H (1.823, 0.145, 0.661)  0.28
C (0.737, -2.424, 1.205)  -0.37
N (1.691, -2.237, 0.423)  -0.44
H (0.398, -1.586, 1.801)  0.28
H (0.200, -3.371, 1.356)  0.30
H (1.981, -3.051, -0.121)  0.23

* charge: 0
* gap between HOMO and LUMO: 10.65 eV
* HOMO energy: -9.67 eV
* structure (SMILES): [H]/N=C(\C=C)C(C)C.C=N


Each structure's energy above the most stable one, in hartree: 1 0.0269; 2 0.0000.